No. 1
This record from OMol25 describes one molecule with the formula C5H8O. The level of theory is wB97M-V/def2-TZVPD.

The geometry in XYZ format:
```
14
C5H8O, DFT wB97M-V/def2-TZVPD
C 1.746 -0.392 1.760
C 0.422 -0.379 1.726
O -0.262 0.510 0.939
C -1.249 -0.078 0.175
C -1.227 -0.002 -1.150
C -0.144 0.676 -1.935
H 2.274 -1.075 2.415
H 2.321 0.280 1.130
H -0.205 -1.050 2.316
H -2.031 -0.587 0.740
H -2.052 -0.460 -1.691
H 0.327 -0.020 -2.639
H 0.626 1.067 -1.265
H -0.546 1.510 -2.521
```

As for the structure (SMILES): C=CO/C=C\C. For the energy above the lowest of the compared OMol25 structures with the same formula, charge and spin, the calculation gives 176.4 kJ/mol. The value obtained for the HOMO energy is -9.05 eV. Its LUMO energy is 1.19 eV.

No. 2
This record from OMol25 describes one molecule with the formula C14H18Cl2N2O6. The level of theory is wB97M-V/def2-TZVPD.

The geometry in XYZ format:
```
42
C14H18Cl2N2O6, DFT wB97M-V/def2-TZVPD
C 1.801 2.519 2.360
C 1.228 3.069 1.056
O -0.076 3.567 1.225
C 1.241 2.008 -0.074
O 0.604 0.818 0.329
C 2.680 1.705 -0.580
O 3.275 0.712 0.207
C 2.680 1.286 -2.081
O 2.424 2.353 -2.945
C 1.710 0.155 -2.238
N 1.915 -0.930 -1.621
N 0.972 -1.893 -1.636
C 1.034 -2.958 -0.790
O 1.981 -3.243 -0.103
C -0.285 -3.747 -0.800
O -1.397 -2.880 -0.888
C -1.538 -1.927 0.080
C -0.936 -1.962 1.332
C -1.141 -0.939 2.241
C -1.945 0.134 1.901
Cl -2.172 1.429 3.022
C -2.558 0.196 0.660
C -2.347 -0.830 -0.240
Cl -3.062 -0.760 -1.805
H 1.875 3.320 3.090
H 1.142 1.751 2.764
H 2.786 2.095 2.191
H 1.817 3.930 0.720
H -0.633 2.850 1.557
H 0.626 2.409 -0.888
H 1.219 0.376 0.934
H 3.295 2.606 -0.484
H 3.037 -0.160 -0.158
H 3.695 0.948 -2.322
H 1.558 2.733 -2.750
H 0.805 0.342 -2.825
H 0.105 -1.722 -2.150
H -0.334 -4.374 -1.695
H -0.327 -4.394 0.082
H -0.291 -2.779 1.608
H -0.666 -0.977 3.208
H -3.172 1.039 0.387
```

As for the structure (SMILES): C[C@H](O)[C@H](O)[C@@H](O)[C@H](O)/C=N/NC(=O)COc1ccc(Cl)cc1Cl. The value obtained for the HOMO energy is -9.02 eV. Its LUMO energy is 0.42 eV.

No. 3
This record from OMol25 describes C15H8Br3N3OPtSSe4 as an isolated structure. The level of theory is wB97M-V/def2-TZVPD.

The geometry in XYZ format:
```
36
C15H8Br3N3OPtSSe4, DFT wB97M-V/def2-TZVPD
Pt -0.130 0.436 -0.053
Se 2.396 0.788 -0.201
Se 2.781 2.876 0.357
Se 0.438 4.151 0.075
Se -1.134 2.661 -0.324
Br 1.053 -4.418 1.008
C 0.829 -3.013 2.251
C 0.886 -3.282 3.621
C 0.745 -2.276 4.537
Br 0.848 -2.693 6.390
C 0.528 -0.945 4.123
C 0.388 0.166 4.980
C 0.201 1.418 4.459
C 0.129 1.572 3.067
N 0.235 0.552 2.253
C 0.457 -0.693 2.729
C 0.644 -1.727 1.751
O 0.672 -1.462 0.479
H 1.040 -4.299 3.952
H 0.431 0.017 6.050
H 0.113 2.285 5.098
H -0.020 2.548 2.617
Br -3.654 -0.078 -4.843
C -1.878 -0.150 -4.213
C -0.879 -0.755 -4.954
C 0.410 -0.714 -4.449
C 0.637 -0.106 -3.228
N -0.342 0.426 -2.498
C -1.579 0.417 -2.988
H -1.101 -1.245 -5.891
H 1.232 -1.154 -4.994
H 1.639 -0.035 -2.826
H -2.361 0.862 -2.386
S -2.288 -0.651 0.195
C -1.831 -1.797 -0.935
N -1.574 -2.580 -1.746
```

The value obtained for the HOMO energy (spin up / spin down) is -7.54 / -7.84 eV. Its spin multiplicity is 5. Its LUMO energy (spin up / spin down) is -1.46 / -2.96 eV.

No. 4
This record from OMol25 describes C32H41BFeN7O4S as an isolated structure. The level of theory is wB97M-V/def2-TZVPD.

The geometry in XYZ format:
```
87
C32H41BFeN7O4S, DFT wB97M-V/def2-TZVPD
Fe -0.011 -0.379 0.279
C -0.398 -2.806 2.219
N 0.121 -2.611 0.854
C -0.667 -3.445 -0.075
C 1.542 -2.941 0.809
C 1.990 -4.204 1.160
C 3.344 -4.489 1.208
C 4.252 -3.474 0.927
C 3.812 -2.215 0.561
C 2.444 -1.930 0.450
N 1.916 -0.695 0.088
C 2.541 0.167 -0.800
C 3.596 -0.142 -1.669
C 4.119 0.814 -2.522
C 3.598 2.102 -2.561
C 2.511 2.409 -1.754
C 1.979 1.456 -0.904
N 0.840 1.726 -0.038
C -0.128 2.663 -0.617
C 1.336 2.252 1.249
H -0.332 -3.858 2.515
H -1.447 -2.510 2.236
H 0.165 -2.201 2.926
H -0.755 -4.469 0.306
H -0.196 -3.470 -1.052
H -1.669 -3.027 -0.178
H 1.270 -4.976 1.405
H 3.685 -5.479 1.478
H 5.316 -3.662 0.999
H 4.531 -1.431 0.370
H 3.971 -1.154 -1.704
H 4.931 0.539 -3.184
H 4.013 2.851 -3.222
H 2.074 3.398 -1.802
H 0.275 3.678 -0.684
H -1.011 2.685 0.022
H -0.414 2.323 -1.612
H 1.957 3.137 1.075
H 1.917 1.486 1.758
H 0.493 2.524 1.880
N 0.266 2.453 -7.337
C 0.133 1.536 -6.300
C 1.092 1.478 -5.284
C 0.991 0.532 -4.284
C -0.073 -0.362 -4.283
C -1.032 -0.316 -5.282
C -0.926 0.626 -6.290
S -0.200 -1.538 -2.985
O 1.122 -1.972 -2.618
O -1.167 -2.526 -3.382
N -0.730 -0.703 -1.686
C -1.980 -0.177 -1.634
N -2.837 -0.119 -2.658
C -4.015 0.429 -2.389
C -4.373 0.916 -1.140
C -3.410 0.827 -0.150
N -2.221 0.299 -0.395
H 0.822 3.266 -7.130
H -0.581 2.674 -7.834
H 1.928 2.168 -5.289
H 1.744 0.470 -3.510
H -1.854 -1.017 -5.256
H -1.666 0.659 -7.081
H -4.712 0.477 -3.220
H -5.347 1.343 -0.954
H -3.575 1.175 0.863
C -2.657 -0.871 4.593
C -2.263 0.492 4.038
C -3.367 1.497 4.313
O -2.114 0.349 2.603
B -0.771 0.163 2.308
O -0.003 0.379 3.440
C -0.843 0.944 4.477
C -0.658 2.455 4.432
C -0.385 0.410 5.822
H -3.542 -1.223 4.061
H -2.894 -0.809 5.656
H -1.861 -1.602 4.462
H -4.321 1.087 3.979
H -3.197 2.435 3.789
H -3.443 1.702 5.383
H -1.022 2.874 3.493
H 0.404 2.681 4.523
H -1.187 2.943 5.253
H -0.351 -0.677 5.833
H -1.054 0.749 6.617
H 0.616 0.782 6.038
```

For the energy above the lowest of the compared OMol25 structures with the same formula, charge and spin, the calculation gives 0.0 kJ/mol. The value obtained for the HOMO energy (spin up / spin down) is -6.95 / -7.01 eV. Its spin multiplicity is 6. Its LUMO energy (spin up / spin down) is 0.49 / -0.03 eV.

No. 5
This record from OMol25 describes C6H22BInO5 as an isolated structure. The level of theory is wB97M-V/def2-TZVPD.

The geometry in XYZ format:
```
35
C6H22BInO5, DFT wB97M-V/def2-TZVPD
In -0.216 -0.528 -0.584
B -3.301 -2.861 1.229
H -3.379 -2.417 0.248
H -2.632 -2.254 1.819
H -4.316 -2.898 1.593
H -2.875 -3.852 1.230
C -4.597 3.369 2.849
C -3.210 2.645 2.965
O -2.576 2.631 1.723
H -5.185 2.784 2.143
H -4.451 4.373 2.452
H -5.115 3.525 3.795
H -3.430 1.705 3.471
H -2.609 3.287 3.609
H -2.769 3.508 1.383
C 2.357 1.000 -4.795
C 1.028 1.773 -4.905
O 0.546 2.170 -3.663
O 2.047 -0.245 -4.170
H 3.165 1.577 -4.345
H 2.668 0.711 -5.798
H 0.305 1.218 -5.503
H 1.237 2.686 -5.463
H -0.013 2.939 -3.800
H 2.546 -0.855 -4.718
C 4.048 -2.624 1.151
C 3.255 -2.838 2.417
O 1.869 -2.968 2.120
O 3.634 -1.440 0.489
H 3.863 -3.498 0.527
H 5.105 -2.704 1.404
H 3.490 -2.016 3.093
H 3.631 -3.778 2.822
H 1.442 -3.150 2.961
H 4.439 -0.975 0.247
```

For the energy above the lowest of the compared OMol25 structures with the same formula, charge and spin, the calculation gives 533.3 kJ/mol. The value obtained for the HOMO energy is -15.36 eV. The total charge is +2. Its LUMO energy is -13.60 eV.

no.,DFT total energy (eV)
1,-7360.4268
2,-55119.0289
3,-507796.7743
4,-98371.8183
5,-22637.5017